C31H28CrNO3 as an isolated structure in a non-equilibrium geometry. Source: OMol25; level of theory: ωB97M-V with the def2-TZVPD basis set.

```
64
Properties=species:S:1:pos:R:3
C 1.965 -0.010 1.205
N 1.520 -1.296 1.727
C 0.224 -1.582 1.919
C -0.785 -0.495 1.854
C -2.191 -1.108 1.835
C -2.465 -2.468 2.505
C -1.465 -3.512 2.017
C -0.046 -3.021 2.235
C 2.574 -2.235 1.944
C 2.735 -2.861 3.190
C 3.854 -3.643 3.407
C 4.810 -3.832 2.408
C 4.611 -3.235 1.158
C 3.529 -2.409 0.930
H 3.065 -0.037 1.070
H 1.493 0.205 0.235
H 1.731 0.790 1.928
H -0.505 0.366 2.482
H -2.935 -0.359 2.140
H -2.295 -1.209 0.744
H -2.416 -2.420 3.608
H -3.474 -2.779 2.230
H -1.573 -4.417 2.610
H -1.636 -3.863 0.990
H 0.644 -3.685 1.690
H 0.195 -3.256 3.286
H 1.981 -2.697 3.963
H 3.994 -4.070 4.392
H 5.683 -4.433 2.596
H 5.329 -3.371 0.360
H 3.400 -1.862 -0.009
O -1.735 4.122 -5.845
C -1.019 3.335 -5.375
Cr 0.253 2.277 -4.401
C -0.186 3.422 -2.991
O -0.478 4.209 -2.170
C 1.522 3.624 -4.895
O 2.175 4.554 -5.130
C 0.706 0.605 -5.730
C -0.602 0.500 -5.232
C -0.855 0.566 -3.852
C 0.159 0.633 -2.879
C -0.245 0.600 -1.462
C -0.634 0.604 -0.288
C -0.841 0.855 1.154
C -2.090 1.773 1.507
C -2.246 2.509 2.684
C -3.280 3.438 2.779
C -4.046 3.780 1.652
C -3.948 2.967 0.512
C -2.931 2.036 0.428
C 1.460 0.845 -3.405
C 1.729 0.772 -4.786
H 0.907 0.561 -6.827
H -1.424 0.416 -5.940
H -1.887 0.549 -3.514
H -0.040 1.617 1.276
H -1.543 2.396 3.507
H -3.431 4.018 3.706
H -4.782 4.592 1.690
H -4.560 3.160 -0.379
H -2.694 1.554 -0.521
H 2.298 1.043 -2.750
H 2.736 0.875 -5.172
```

Output
<S²>: 3.81
Spin multiplicity: 4
Orbital gap (alpha / beta), eV: 6.465 / 6.003
Strongest force on any atom, eV/A: 7.8
Total charge: +2
Energy, eV: -68633.4086

Here are the Mulliken charges for atoms 1 to 4, given in e: number 1, C, carries -1.03; number 2, N, carries 0.28; number 3, C, carries 0.86; number 4, C, carries 1.09

=====

C31H31BF6GeN5O6S4Ta as an isolated structure. Source: OMol25; level of theory: ωB97M-V with the def2-TZVPD basis set.

```
86
Properties=species:S:1:pos:R:3
Ta -0.753 0.272 0.357
C 0.649 -1.139 -3.717
N -0.803 -1.217 -3.573
C -1.679 -1.156 -4.623
C -2.919 -1.354 -4.112
N -2.807 -1.540 -2.757
B -4.158 -1.734 -1.936
N -3.903 -2.163 -0.459
C -4.216 -3.377 0.099
C -4.096 -3.265 1.445
N -3.702 -1.973 1.708
C -3.531 -1.405 3.045
C -3.588 -1.335 0.535
S -3.134 0.330 0.263
C -1.517 -1.446 -2.447
S -0.708 -1.745 -0.914
H 0.894 -0.287 -4.348
H 1.023 -2.052 -4.175
H 1.107 -1.010 -2.742
H -1.348 -0.990 -5.633
H -3.877 -1.384 -4.599
H -4.769 -2.606 -2.478
H -4.718 -0.672 -1.935
H -4.534 -4.207 -0.507
H -4.278 -3.974 2.234
H -2.625 -1.795 3.504
H -4.392 -1.681 3.649
H -3.468 -0.322 2.979
F 3.729 3.075 0.371
C 3.286 2.056 -0.312
F 3.719 0.914 0.169
F 3.548 2.169 -1.592
S 1.424 2.005 -0.129
O 0.898 0.867 -0.964
O 1.026 1.670 1.238
N 0.924 3.375 -0.652
S -0.648 3.419 -0.874
O -1.242 4.666 -0.614
O -1.259 2.239 -0.152
C -0.919 2.969 -2.692
F -1.806 3.790 -3.185
F 0.227 3.057 -3.333
F -1.366 1.715 -2.750
O 0.738 -1.028 1.264
C 0.257 -0.759 2.404
O -0.868 -0.099 2.322
C 0.887 -1.086 3.690
C 0.198 -0.524 4.934
Ge -0.027 1.453 5.124
C -0.116 1.819 7.025
C -0.995 2.778 7.527
C -1.020 3.073 8.883
C -0.165 2.414 9.753
C 0.720 1.462 9.266
C 0.744 1.169 7.911
C 1.482 2.357 4.277
C 2.731 1.738 4.207
C 3.834 2.398 3.679
C 3.705 3.702 3.224
C 2.479 4.347 3.316
C 1.381 3.681 3.843
C -1.732 1.986 4.315
C -2.909 1.647 4.984
C -4.155 1.969 4.455
C -4.244 2.644 3.246
C -3.082 2.993 2.569
C -1.842 2.659 3.096
H 1.913 -0.722 3.582
H 0.985 -2.179 3.704
H 0.762 -0.870 5.801
H -0.799 -0.958 5.042
H -1.667 3.307 6.860
H -1.707 3.821 9.259
H -0.185 2.643 10.810
H 1.393 0.952 9.942
H 1.453 0.431 7.552
H 2.874 0.745 4.620
H 4.799 1.908 3.657
H 4.567 4.229 2.834
H 2.385 5.380 3.006
H 0.448 4.220 3.953
H -2.858 1.152 5.949
H -5.055 1.716 5.001
H -5.211 2.919 2.846
H -3.147 3.549 1.640
H -0.944 2.950 2.561
```

Output
Orbital gap, eV: 5.460
Strongest force on any atom, eV/A: 0.5
Relative energy (zero: lowest compared OMol25 entry of this formula, charge and spin), kcal/mol: 0.00
Total charge: +2
Energy, eV: -170764.7458

Here are the Mulliken charges for atoms 1 to 4, given in e: number 1, Ta, carries 2.44; number 2, C, carries -0.78; number 3, N, carries 0.23; number 4, C, carries -0.48

=====

C5H8NP as an isolated structure in a non-equilibrium geometry. Source: OMol25; level of theory: ωB97M-V with the def2-TZVPD basis set.

```
15
Properties=species:S:1:pos:R:3
C -0.219 -2.470 0.632
C -1.111 -1.427 0.515
C 1.077 -1.886 0.744
C 0.271 2.537 -0.606
C -0.440 1.143 -0.700
N 1.232 -0.622 0.742
P -0.252 0.099 0.839
H -0.334 -3.504 0.660
H -2.211 -1.505 0.472
H 1.970 -2.676 0.786
H 0.187 3.050 0.352
H 1.375 2.220 -0.675
H 0.022 3.238 -1.433
H 0.017 0.416 -1.422
H -1.586 1.388 -0.906
```

Output
<S²>: 2.01
Spin multiplicity: 3
Orbital gap (alpha / beta), eV: 6.822 / 6.036
Strongest force on any atom, eV/A: 7.3
Relative energy (zero: lowest compared OMol25 entry of this formula, charge and spin), kcal/mol: 26.01
Total charge: 0
Energy, eV: -16088.7753

Here are the Mulliken charges for atoms 1 to 4, given in e: number 1, C, carries -0.36; number 2, C, carries -0.47; number 3, C, carries 0.05; number 4, C, carries -1.04

=====

C29H38F6N6O4PtSSbSi as an isolated structure in a non-equilibrium geometry. Source: OMol25; level of theory: ωB97M-V with the def2-TZVPD basis set.

```
87
Properties=species:S:1:pos:R:3
Pt 0.497 -0.521 0.739
C 3.161 -3.230 1.423
C 3.226 -1.953 2.192
C 4.124 -1.755 3.234
C 4.127 -0.538 3.907
C 3.259 0.461 3.535
C 2.369 0.207 2.482
N 2.380 -0.990 1.854
N 1.417 1.035 2.033
Si 1.764 2.664 1.523
C 0.387 3.253 0.361
C 3.491 2.618 0.712
C 1.868 3.802 3.067
H 3.087 -4.083 2.097
H 4.062 -3.349 0.823
H 2.300 -3.206 0.757
H 4.809 -2.534 3.524
H 4.806 -0.383 4.730
H 3.215 1.410 4.040
H 0.325 2.640 -0.534
H 0.580 4.269 0.033
H -0.586 3.251 0.843
H 3.594 1.745 0.077
H 4.268 2.560 1.470
H 3.689 3.488 0.096
H 0.995 3.686 3.700
H 1.924 4.842 2.764
H 2.751 3.589 3.663
C -0.400 3.478 -5.052
C -1.666 4.243 -4.740
S -2.511 3.555 -3.283
O -1.573 3.395 -2.207
O -3.692 4.328 -3.019
C -3.077 1.879 -3.786
C -3.789 1.224 -2.614
N -2.960 1.094 -1.435
C -1.802 0.411 -1.338
N -1.331 0.455 -0.099
C -2.177 1.208 0.631
C -3.207 1.624 -0.184
N -4.317 2.401 0.205
O -5.287 2.469 -0.531
O -4.237 2.922 1.300
C -1.112 -0.279 -2.438
H 0.232 4.051 -5.727
H -0.610 2.522 -5.525
H 0.160 3.298 -4.137
H -2.394 4.231 -5.546
H -1.460 5.273 -4.460
H -2.207 1.322 -4.113
H -3.773 2.034 -4.605
H -4.138 0.224 -2.901
H -4.659 1.831 -2.345
H -2.025 1.399 1.674
H -1.794 -0.798 -3.107
H -0.414 -0.997 -2.010
H -0.524 0.443 -3.008
C 0.499 -4.220 5.020
C 0.656 -2.844 4.904
C 0.325 -2.199 3.734
C -0.161 -2.929 2.634
C -0.317 -4.327 2.767
C 0.011 -4.953 3.946
N -0.422 -2.313 1.459
C -1.308 -2.861 0.555
C -2.639 -3.094 0.939
C -3.547 -3.586 0.028
C -3.134 -3.922 -1.255
C -1.814 -3.725 -1.635
C -0.907 -3.172 -0.751
H 0.753 -4.717 5.943
H 1.028 -2.271 5.740
H 0.400 -1.124 3.637
H -0.673 -4.894 1.917
H -0.112 -6.025 4.030
H -2.920 -2.864 1.956
H -4.582 -3.709 0.314
H -3.839 -4.347 -1.953
H -1.484 -4.011 -2.624
H 0.125 -3.014 -1.044
F 1.890 -0.563 -1.324
Sb 2.760 -0.145 -3.052
F 1.269 -1.005 -3.913
F 1.712 1.467 -2.976
F 3.472 0.358 -4.731
F 4.208 0.633 -2.114
F 3.607 -1.837 -2.892
```

Output
<S²>: 0.87
Spin multiplicity: 2
Orbital gap (alpha / beta), eV: 7.056 / 5.501
Strongest force on any atom, eV/A: 2.9
Relative energy (zero: lowest compared OMol25 entry of this formula, charge and spin), kcal/mol: 0.00
Total charge: 0
Energy, eV: -92623.9508

Here are the Mulliken charges for atoms 1 to 4, given in e: number 1, Pt, carries 2.74; number 2, C, carries -1.14; number 3, C, carries 0.55; number 4, C, carries -0.94

=====

> Which of these has the highest energy?

C5H8NP